(1)
9
Properties=species:S:1:pos:R:3 method="wB97M-V/def2-TZVPD" molar_mass_da=85.07 e_homo_ha=-0.431
C -1.340 0.000 0.015
C 0.158 -0.078 0.024
N 0.975 0.861 -0.651
N 2.169 0.525 -0.457
O 2.265 -0.550 0.280
N 0.799 -0.996 0.638
H -1.623 0.966 0.439
H -1.670 -0.084 -1.024
H -1.830 -0.791 0.597


(2)
125
Properties=species:S:1:pos:R:3 method="wB97M-V/def2-TZVPD" molar_mass_da=1128.24 e_homo_ha=-0.306
C 8.881 3.811 1.216
C 8.939 2.786 0.078
C 7.744 1.811 0.142
C 6.840 1.932 -1.085
N 5.937 3.099 -0.932
C 4.505 2.747 -0.911
C 3.877 2.895 0.461
C 3.923 4.345 0.926
C 3.883 4.471 2.448
C 2.582 4.571 3.153
C 1.380 5.071 2.853
C 0.858 5.617 1.572
C 0.371 4.456 0.667
P -0.219 3.009 1.555
O -1.112 3.298 2.673
O 1.021 2.094 1.921
C 0.765 1.096 2.937
C 2.062 0.369 3.181
O -1.086 2.163 0.504
C -0.408 1.816 -0.731
C -1.020 2.610 -1.888
C 0.584 5.099 4.120
O -0.177 5.995 4.459
O 1.072 4.077 4.914
C 2.389 3.904 4.474
O 3.103 3.097 5.021
C 6.234 4.139 -1.832
S 6.160 4.018 -3.436
S 6.805 5.711 -1.134
C 5.470 6.886 -1.501
C 4.911 7.560 -0.264
C 3.605 8.275 -0.571
H 9.494 4.676 0.996
H 9.285 3.374 2.123
H 7.864 4.127 1.400
H 9.867 2.247 0.190
H 8.933 3.341 -0.856
H 8.124 0.796 0.205
H 7.185 2.078 1.028
H 6.293 1.013 -1.248
H 7.494 2.125 -1.923
H 3.987 3.414 -1.597
H 4.325 1.752 -1.300
H 2.846 2.592 0.331
H 4.351 2.233 1.175
H 3.195 4.940 0.390
H 4.898 4.698 0.607
H 4.500 3.712 2.905
H 4.371 5.420 2.675
H -0.041 6.176 1.789
H 1.590 6.210 1.053
H 1.137 4.143 -0.035
H -0.459 4.776 0.051
H 0.411 1.551 3.848
H 0.016 0.414 2.556
H 2.903 1.034 3.045
H 2.113 -0.037 4.181
H 2.206 -0.439 2.473
H 0.652 2.030 -0.660
H -0.567 0.768 -0.919
H -0.316 3.291 -2.348
H -1.400 1.919 -2.624
H -1.863 3.169 -1.506
H 5.878 7.660 -2.137
H 4.660 6.412 -2.042
H 4.739 6.854 0.539
H 5.617 8.287 0.120
H 3.738 8.961 -1.399
H 2.821 7.574 -0.836
H 3.262 8.832 0.291
O -0.434 -0.839 -2.736
S 0.349 -1.997 -2.502
O 1.680 -2.099 -2.968
O -0.486 -3.273 -2.986
C -0.657 -4.196 -1.897
C -0.655 -3.327 -0.660
O 0.335 -2.324 -0.935
H 0.185 -4.890 -1.899
H -1.583 -4.747 -2.013
H -0.392 -3.877 0.239
H -1.617 -2.832 -0.516
O -1.836 5.622 -5.023
S -2.952 4.870 -4.584
O -3.637 5.171 -3.385
O -2.536 3.319 -4.580
C -3.421 2.567 -5.420
C -3.866 3.551 -6.481
O -4.023 4.787 -5.774
H -4.261 2.222 -4.815
H -2.899 1.712 -5.839
H -4.802 3.268 -6.951
H -3.098 3.688 -7.246
O -1.701 -8.086 0.700
S -2.036 -7.629 -0.597
O -2.740 -6.417 -0.809
O -2.779 -8.807 -1.369
C -2.074 -9.137 -2.576
C -0.630 -8.805 -2.272
O -0.705 -7.604 -1.484
H -2.468 -8.518 -3.385
H -2.221 -10.186 -2.817
H -0.040 -8.630 -3.166
H -0.157 -9.582 -1.668
O -6.182 -10.395 2.531
S -6.269 -8.992 2.369
O -7.412 -8.383 1.792
O -4.960 -8.490 1.600
C -4.274 -7.505 2.388
C -4.603 -7.858 3.820
O -5.977 -8.277 3.770
H -4.666 -6.520 2.123
H -3.213 -7.537 2.187
H -4.489 -7.018 4.498
H -4.001 -8.697 4.174
O -13.235 -5.965 1.884
S -13.084 -7.293 1.417
O -14.082 -7.927 0.641
O -12.716 -8.224 2.670
C -11.472 -8.899 2.437
C -10.695 -7.965 1.537
O -11.686 -7.426 0.648
H -11.682 -9.849 1.942
H -10.966 -9.086 3.380
H -9.919 -8.474 0.975
H -10.253 -7.142 2.101


(3)
47
Properties=species:S:1:pos:R:3 method="wB97M-V/def2-TZVPD" molar_mass_da=273.28 e_homo_ha=-0.361
C 0.079 0.473 -0.065
C -0.775 0.632 -1.314
O -1.857 -0.266 -1.126
C -0.040 0.339 -2.610
N 1.314 0.930 -2.575
H -0.545 0.530 0.840
H 0.566 -0.486 0.011
H 0.861 1.253 0.037
H -1.260 1.666 -1.335
H -2.113 -0.717 -1.958
H -0.058 -0.768 -2.801
H -0.581 0.720 -3.445
H 1.743 0.967 -3.518
H 1.924 0.312 -2.002
O -0.208 -0.394 3.222
H -0.092 -0.400 4.188
H 0.730 -0.054 2.875
O -2.073 -2.326 -2.863
H -1.559 -2.758 -2.171
H -2.886 -2.859 -3.034
O 1.897 -2.143 -1.405
H 0.994 -2.322 -1.101
H 2.294 -3.000 -1.578
O 1.091 3.449 -0.871
H 1.232 2.712 -1.464
H 0.443 4.034 -1.287
O 0.981 2.928 1.787
H 0.002 2.706 2.048
H 1.020 3.247 0.820
O -1.441 2.022 2.506
H -1.070 1.193 2.807
H -2.150 1.773 1.863
O -0.668 -2.791 2.094
H -0.484 -1.938 2.459
H -1.481 -3.065 2.575
O 3.190 -0.693 0.473
H 4.029 -0.475 0.094
H 2.712 -1.292 -0.150
O 2.069 0.587 2.583
H 1.821 1.493 2.257
H 2.543 0.143 1.830
O -0.646 -2.645 -0.591
H -0.625 -2.849 0.339
H -0.997 -1.759 -0.641
O -3.271 1.019 0.781
H -3.885 0.423 1.273
H -2.772 0.450 0.143


(4)
18
Properties=species:S:1:pos:R:3 method="wB97M-V/def2-TZVPD" molar_mass_da=114.15 e_homo_ha=-0.345
C 2.445 -0.015 0.076
C 1.372 -0.606 -0.460
C -0.193 -0.568 -0.192
C -0.885 -0.613 -1.562
N -0.696 0.536 0.613
N 0.087 1.453 1.314
C -2.090 0.422 1.054
O -2.936 -0.396 0.728
H 2.435 0.674 0.908
H 3.441 -0.278 -0.280
H 1.611 -1.352 -1.224
H -0.418 -1.500 0.342
H -0.473 -1.409 -2.191
H -0.766 0.337 -2.094
H -1.957 -0.813 -1.474
H 0.690 1.951 0.661
H 0.658 0.954 1.999
H -2.323 1.225 1.782


(5)
68
Properties=species:S:1:pos:R:3 method="wB97M-V/def2-TZVPD" charge=+1 molar_mass_da=453.39 e_homo_ha=-0.391
C 1.724 -0.324 0.016
O 0.705 0.712 0.082
C 1.047 1.654 -0.983
C -0.152 2.692 -1.221
C -1.083 2.244 -2.475
C -1.811 3.577 -3.003
C -3.409 3.510 -3.025
C -4.054 2.829 -1.745
N -5.100 1.887 -1.625
N -5.238 1.611 -0.287
B -6.273 0.591 0.117
O -7.083 0.893 1.292
N -6.583 -0.669 -0.590
C -7.778 -0.545 -1.485
C -5.395 -1.261 -1.277
C -4.335 2.376 0.546
C -4.259 2.288 2.122
S -3.531 3.781 2.938
O -4.568 4.415 3.844
O -3.067 4.838 1.977
N -3.591 3.119 -0.406
H 1.453 -1.076 -0.806
H 2.753 0.097 -0.242
H 1.743 -0.895 1.005
H 1.975 2.225 -0.639
H 1.215 1.066 -1.954
H 0.338 3.712 -1.410
H -0.802 2.794 -0.283
H -0.449 1.825 -3.333
H -1.792 1.409 -2.164
H -1.482 3.723 -4.096
H -1.438 4.488 -2.434
H -3.847 2.982 -3.938
H -3.789 4.595 -3.037
H -6.832 0.212 1.952
H -8.649 -1.071 -0.941
H -8.137 0.531 -1.646
H -7.673 -1.088 -2.483
H -4.395 -0.815 -0.955
H -5.353 -2.395 -1.076
H -5.474 -1.169 -2.424
H -3.713 1.356 2.479
H -5.337 2.193 2.519
H -2.445 3.375 3.706
H -2.822 3.766 -0.190
C 6.272 -3.657 -1.812
O 6.573 -3.150 -0.526
C 6.120 -1.812 -0.351
C 5.836 -1.533 1.120
O 4.595 -2.080 1.572
C 4.554 -3.501 1.727
C 5.369 -4.003 2.913
O 6.753 -4.042 2.582
C 7.581 -3.942 3.724
H 6.796 -3.083 -2.583
H 6.601 -4.695 -1.855
H 5.191 -3.632 -1.992
H 5.213 -1.630 -0.938
H 6.917 -1.146 -0.704
H 5.733 -0.450 1.241
H 6.660 -1.842 1.762
H 4.827 -4.004 0.799
H 3.503 -3.738 1.918
H 5.060 -5.026 3.161
H 5.196 -3.354 3.776
H 7.391 -3.004 4.256
H 8.621 -3.941 3.391
H 7.423 -4.795 4.393